# CH4NOPS

CH4NOPS in the gas phase (ωB97M-V with the def2-TZVPD basis set, OMol25).

The LUMO energy (spin up / spin down) is 0.76 / -2.05 eV. The energy relative to the best compared isomer or geometry (same formula, charge and spin) comes out at 251.4 kJ/mol. As for the spin multiplicity: 3. Its HOMO energy (spin up / spin down) is -5.59 / -10.13 eV.

Geometry (Å):
C: -0.082 -1.007 0.299
N: 0.447 1.519 -0.256
O: 0.607 -0.812 -0.951
P: -0.579 0.768 1.024
S: 0.321 0.594 -1.762
H: -0.871 -1.801 0.303
H: 0.616 -1.633 1.079
H: 1.423 1.507 -0.031
H: -1.881 0.866 0.294



# C30H36N4O8RuS2

A molecular structure, C30H36N4O8RuS2 (ωB97M-V with the def2-TZVPD basis set, OMol25).

The LUMO energy (spin up / spin down) is 2.07 / 2.07 eV. Its net charge is -1. The energy relative to the best compared isomer or geometry (same formula, charge and spin) comes out at 255.1 kJ/mol. As for the spin multiplicity: 2. Its HOMO energy (spin up / spin down) is -4.33 / -4.31 eV.

Geometry (Å):
Ru: -0.761 0.464 -3.449
C: -2.329 2.565 -5.887
O: -2.379 2.005 -4.591
C: -2.199 2.969 -3.564
C: -0.750 3.395 -3.366
O: 0.052 2.396 -2.711
C: 1.432 2.366 -3.140
C: 1.654 1.695 -4.475
O: 1.382 0.304 -4.388
C: 1.532 -0.305 -5.664
H: -3.128 3.303 -6.015
H: -2.476 1.744 -6.585
H: -1.367 3.043 -6.103
H: -2.603 2.547 -2.643
H: -2.748 3.892 -3.801
H: -0.748 4.285 -2.729
H: -0.296 3.658 -4.325
H: 1.967 1.837 -2.350
H: 1.811 3.390 -3.224
H: 2.696 1.864 -4.780
H: 1.018 2.150 -5.251
H: 2.527 -0.076 -6.057
H: 0.762 0.059 -6.353
H: 1.424 -1.377 -5.526
O: -2.196 -0.398 -3.630
N: 0.689 -3.243 4.101
C: 1.240 -3.020 2.832
C: 2.486 -2.417 2.693
C: 3.033 -2.215 1.434
C: 2.347 -2.632 0.314
C: 1.114 -3.255 0.449
C: 0.568 -3.451 1.694
S: 2.991 -2.381 -1.312
O: 3.281 -3.709 -1.833
O: 4.106 -1.469 -1.191
N: 1.825 -1.669 -2.108
C: 1.040 -2.350 -2.916
S: 1.313 -4.016 -3.492
C: -0.084 -3.897 -4.502
C: -0.658 -2.689 -4.368
N: -0.052 -1.826 -3.489
H: 0.986 -2.562 4.786
H: -0.320 -3.292 4.084
H: 3.021 -2.093 3.578
H: 3.985 -1.716 1.311
H: 0.569 -3.568 -0.433
H: -0.403 -3.924 1.794
H: -0.416 -4.718 -5.116
H: -1.563 -2.358 -4.855
C: 2.257 0.440 6.853
C: 0.928 0.192 6.188
C: -0.083 -0.459 6.889
C: -1.307 -0.706 6.282
C: -1.529 -0.313 4.975
C: -0.535 0.364 4.259
N: -0.693 0.760 2.929
C: -1.903 0.981 2.288
C: -3.019 1.508 2.953
C: -4.196 1.760 2.274
C: -4.292 1.508 0.913
C: -3.178 1.028 0.242
C: -1.975 0.770 0.895
C: -0.769 0.292 0.062
O: 0.242 -0.104 0.668
O: -0.949 0.372 -1.179
C: 0.706 0.625 4.875
C: 1.789 1.348 4.115
H: 2.301 -0.059 7.821
H: 2.429 1.507 7.017
H: 3.086 0.076 6.243
H: 0.097 -0.782 7.908
H: -2.084 -1.231 6.824
H: -2.468 -0.543 4.488
H: -0.023 0.372 2.242
H: -2.948 1.728 4.010
H: -5.045 2.160 2.817
H: -5.218 1.688 0.382
H: -3.208 0.815 -0.819
H: 1.362 1.911 3.288
H: 2.515 0.652 3.687
H: 2.336 2.035 4.763



# C5H9N

2 unconnected molecules or ions with the total composition C5H9N (ωB97M-V with the def2-TZVPD basis set, OMol25).

The LUMO energy (spin up / spin down) is -0.94 / 0.17 eV. The energy relative to the best compared isomer or geometry (same formula, charge and spin) comes out at 412.2 kJ/mol. As for the spin multiplicity: 1. Its HOMO energy (spin up / spin down) is -8.15 / -8.88 eV.

Geometry (Å):
C: -2.120 -0.405 0.907
C: -1.448 0.338 -0.243
C: 0.007 0.097 -0.382
C: 2.718 0.445 0.011
C: 2.376 -0.559 -0.849
N: 1.728 -1.310 -1.503
H: -1.699 -0.097 1.871
H: -3.195 -0.201 0.929
H: -1.983 -1.487 0.805
H: -1.608 1.426 -0.160
H: -1.911 0.073 -1.207
H: 0.507 -0.553 0.312
H: 0.549 0.646 -1.129
H: 3.006 0.197 1.027
H: 3.072 1.390 -0.390



# C4H29N2O9

9 unconnected molecules or ions with the total composition C4H29N2O9 (ωB97M-V with the def2-TZVPD basis set, OMol25).

The LUMO energy is -2.63 eV. Its net charge is +1. The energy relative to the best compared isomer or geometry (same formula, charge and spin) comes out at 130.1 kJ/mol. As for the spin multiplicity: 1. Its HOMO energy is -12.28 eV.

Geometry (Å):
N: 0.775 0.968 -0.166
C: -0.550 0.247 -0.018
C: -0.666 -1.002 -0.891
C: 0.542 -1.991 -0.972
O: -0.936 -0.701 -2.252
C: -1.722 1.228 -0.265
N: -1.923 2.148 0.878
H: 1.291 0.866 0.722
H: 1.392 0.670 -0.952
H: 0.834 1.947 -0.520
H: -0.615 -0.219 1.005
H: -1.561 -1.487 -0.469
H: 0.709 -2.162 -2.016
H: 1.469 -1.545 -0.607
H: 0.311 -2.906 -0.445
H: -1.867 -0.658 -2.557
H: -2.601 0.581 -0.107
H: -1.818 1.780 -1.202
H: -1.592 3.098 0.764
H: -1.484 1.753 1.698
H: -0.979 -1.679 2.708
H: -1.887 -0.515 3.267
O: -1.050 -0.713 2.825
H: 0.842 -2.636 1.747
H: 0.225 -3.869 2.622
O: 0.035 -3.109 2.056
H: 1.636 3.603 1.851
H: 2.905 3.378 1.098
O: 2.110 2.913 1.372
H: -0.729 2.529 -2.300
H: 0.425 3.068 -3.297
O: 0.177 2.787 -2.417
H: 2.716 -1.391 1.543
H: 2.592 -2.592 2.521
O: 2.481 -2.334 1.607
H: -3.643 -1.711 -1.540
H: -4.210 -0.715 -2.530
O: -3.691 -0.767 -1.721
H: 2.646 0.600 3.057
H: 1.307 0.087 2.788
O: 2.152 0.200 2.318
H: 1.083 0.282 -2.984
H: 1.260 -0.325 -4.433
O: 1.609 0.292 -3.785



# C4H6Cl2

C4H6Cl2 in the gas phase (ωB97M-V with the def2-TZVPD basis set, OMol25).

The LUMO energy is 0.93 eV. The energy relative to the best compared isomer or geometry (same formula, charge and spin) comes out at 26.8 kJ/mol. As for the spin multiplicity: 1. Its HOMO energy is -10.33 eV.

Geometry (Å):
C: -1.307 1.323 -0.846
C: -0.408 0.341 -0.844
C: -0.214 -0.514 0.355
Cl: -0.646 -2.261 -0.002
C: 1.206 -0.527 0.887
Cl: 2.408 -0.849 -0.354
H: -1.891 1.631 0.026
H: -1.409 1.964 -1.695
H: 0.263 0.053 -1.644
H: -0.881 -0.309 1.213
H: 1.571 0.444 1.273
H: 1.308 -1.297 1.630



# C26H35NO4S

C26H35NO4S in the gas phase (ωB97M-V with the def2-TZVPD basis set, OMol25).

The LUMO energy is 0.41 eV. The energy relative to the best compared isomer or geometry (same formula, charge and spin) comes out at 0.0 kJ/mol. As for the spin multiplicity: 1. Its HOMO energy is -8.67 eV.

Geometry (Å):
C: 1.662 2.740 2.327
C: 1.101 4.103 1.916
C: -0.117 3.917 1.062
C: -1.349 3.621 1.638
C: -2.460 3.402 0.852
C: -2.364 3.457 -0.540
C: -3.576 3.175 -1.329
O: -4.694 3.423 -0.949
C: -3.370 2.519 -2.702
O: -2.155 1.787 -2.815
C: -1.980 0.804 -1.932
O: -2.808 0.446 -1.137
C: -0.598 0.179 -2.059
C: -0.432 -0.485 -3.435
C: 0.982 -1.016 -3.611
S: 1.166 -2.011 -5.124
C: 1.151 -0.697 -6.376
N: -0.408 -0.769 -0.991
C: 0.555 -0.605 -0.053
O: 1.375 0.291 -0.132
C: 0.611 -1.648 1.061
C: 0.660 -0.897 2.399
C: 0.846 -1.885 3.547
C: -0.323 -2.868 3.565
C: -0.364 -3.625 2.240
C: 0.942 -4.394 2.050
C: 2.109 -3.408 2.032
C: 2.156 -2.647 3.355
C: 1.925 -2.424 0.879
C: -0.554 -2.640 1.082
C: -1.135 3.770 -1.120
C: -0.031 3.996 -0.323
H: 1.845 2.127 1.447
H: 0.952 2.220 2.966
H: 2.594 2.864 2.873
H: 1.861 4.655 1.360
H: 0.845 4.676 2.810
H: -1.434 3.567 2.713
H: -3.418 3.168 1.292
H: -4.229 1.866 -2.890
H: -3.327 3.291 -3.474
H: 0.158 0.965 -1.929
H: -1.141 -1.313 -3.524
H: -0.663 0.252 -4.205
H: 1.712 -0.208 -3.642
H: 1.239 -1.690 -2.795
H: 0.171 -0.233 -6.421
H: 1.376 -1.173 -7.325
H: 1.917 0.035 -6.138
H: -1.186 -1.385 -0.812
H: -0.267 -0.332 2.532
H: 1.487 -0.187 2.374
H: 0.878 -1.334 4.493
H: -0.206 -3.572 4.392
H: -1.261 -2.328 3.715
H: -1.204 -4.329 2.248
H: 0.913 -4.955 1.113
H: 1.072 -5.111 2.864
H: 3.048 -3.955 1.890
H: 2.994 -1.948 3.352
H: 2.304 -3.347 4.181
H: 2.756 -1.716 0.847
H: 1.905 -2.962 -0.072
H: -1.501 -2.110 1.215
H: -0.590 -3.205 0.147
H: -1.044 3.859 -2.192
H: 0.917 4.237 -0.782



# C24H55AlNO8S7

A molecular structure, C24H55AlNO8S7 (ωB97M-V with the def2-TZVPD basis set, OMol25).

The LUMO energy is 1.44 eV. Its net charge is -1. As for the spin multiplicity: 1. Its HOMO energy is -4.91 eV.

Geometry (Å):
N: 7.597 -1.862 5.611
C: 7.245 -1.655 4.273
C: 7.851 -0.351 3.438
Al: 6.230 0.797 2.782
C: 5.552 2.115 4.204
C: 3.901 2.130 4.381
O: 3.216 3.184 4.872
C: 3.141 0.704 3.948
C: 2.202 0.569 2.589
C: 1.536 -0.902 2.241
C: 1.877 -2.143 3.274
C: 2.785 -2.032 4.640
C: 3.440 -0.569 4.990
H: 8.245 -1.060 5.816
H: 6.499 -2.446 3.807
H: 8.375 -0.794 2.476
H: 8.597 0.280 4.116
H: 6.628 1.694 1.501
H: 5.157 -0.245 2.266
H: 5.977 1.752 5.255
H: 5.901 3.230 3.978
H: 2.058 1.543 1.914
H: 0.854 -0.990 1.281
H: 1.423 -3.217 3.020
H: 3.023 -2.928 5.370
H: 4.115 -0.397 5.958
C: 3.780 -3.222 -1.408
S: 2.563 -1.989 -0.888
O: 1.441 -2.720 -0.212
C: 2.006 -1.562 -2.556
H: 4.236 -3.658 -0.516
H: 3.291 -4.010 -1.986
H: 4.554 -2.740 -2.010
H: 1.627 -2.453 -3.063
H: 2.838 -1.135 -3.120
H: 1.206 -0.823 -2.476
C: -1.782 2.076 2.526
S: -1.951 0.298 2.814
O: -2.070 -0.367 1.475
C: -3.611 0.383 3.529
H: -0.819 2.258 2.042
H: -2.585 2.427 1.875
H: -1.812 2.605 3.480
H: -4.302 0.839 2.816
H: -3.582 0.968 4.450
H: -3.944 -0.633 3.756
C: -3.863 5.490 -1.195
S: -4.471 4.762 0.345
O: -3.298 4.145 1.047
C: -5.402 3.422 -0.438
H: -3.217 6.336 -0.947
H: -3.290 4.750 -1.758
H: -4.708 5.844 -1.790
H: -4.733 2.809 -1.048
H: -6.196 3.843 -1.058
H: -5.845 2.803 0.346
C: -3.746 0.811 -4.341
S: -4.183 2.509 -3.897
O: -5.465 2.456 -3.119
C: -4.588 3.042 -5.578
H: -3.490 0.268 -3.427
H: -4.593 0.321 -4.827
H: -2.882 0.819 -5.009
H: -5.384 2.414 -5.988
H: -3.697 2.977 -6.206
H: -4.929 4.079 -5.540
C: -2.328 -3.454 4.360
S: -3.414 -3.300 2.922
O: -4.760 -2.861 3.418
C: -3.515 -5.073 2.573
H: -2.155 -2.458 4.773
H: -2.798 -4.084 5.118
H: -1.373 -3.887 4.051
H: -3.912 -5.603 3.443
H: -2.521 -5.452 2.324
H: -4.183 -5.222 1.722
C: -4.214 -3.124 -7.417
S: -5.552 -1.944 -7.714
O: -5.266 -0.721 -6.894
C: -6.830 -2.891 -6.850
H: -3.293 -2.719 -7.842
H: -4.080 -3.276 -6.343
H: -4.449 -4.074 -7.904
H: -6.534 -3.056 -5.811
H: -6.979 -3.847 -7.355
H: -7.761 -2.320 -6.875
C: 6.154 1.655 -1.648
S: 4.470 1.735 -0.992
O: 3.715 0.562 -1.545
C: 3.972 3.197 -1.936
H: 6.652 0.782 -1.220
H: 6.128 1.560 -2.736
H: 6.700 2.557 -1.363
H: 4.081 3.005 -3.006
H: 4.590 4.048 -1.641
H: 2.926 3.414 -1.711



# C21H31NO4

C21H31NO4 in the gas phase (ωB97M-V with the def2-TZVPD basis set, OMol25).

The LUMO energy is 0.64 eV. The energy relative to the best compared isomer or geometry (same formula, charge and spin) comes out at 0.0 kJ/mol. As for the spin multiplicity: 1. Its HOMO energy is -8.83 eV.

Geometry (Å):
C: 5.162 -0.085 -2.398
C: 4.088 0.198 -1.392
C: 3.706 1.501 -1.110
C: 2.707 1.778 -0.190
C: 2.308 3.189 0.119
C: 2.073 0.715 0.456
O: 1.043 1.024 1.344
C: 1.311 0.774 2.710
C: 0.346 -0.270 3.269
O: 0.645 -1.141 4.040
O: -0.871 -0.063 2.772
C: -1.874 -1.050 2.976
C: -2.458 -1.525 1.635
O: -3.222 -2.465 1.588
N: -2.042 -0.816 0.577
C: -2.512 -1.051 -0.776
C: -1.330 -1.047 -1.749
C: -0.522 0.245 -1.875
C: -1.238 1.465 -2.464
C: -2.121 1.177 -3.685
C: -3.621 1.110 -3.385
C: -4.115 -0.076 -2.554
C: -3.654 -0.073 -1.092
C: 2.418 -0.607 0.172
C: 1.710 -1.759 0.819
C: 3.431 -0.839 -0.748
H: 5.877 0.733 -2.443
H: 4.722 -0.202 -3.389
H: 5.690 -1.004 -2.154
H: 4.199 2.321 -1.611
H: 2.741 3.502 1.070
H: 1.227 3.265 0.204
H: 2.657 3.866 -0.656
H: 2.338 0.436 2.875
H: 1.153 1.709 3.265
H: -2.681 -0.616 3.574
H: -1.458 -1.906 3.517
H: -1.450 -0.012 0.731
H: -2.931 -2.065 -0.770
H: -1.696 -1.343 -2.730
H: -0.641 -1.829 -1.420
H: -0.114 0.527 -0.904
H: 0.335 0.013 -2.514
H: -1.835 1.961 -1.699
H: -0.457 2.175 -2.750
H: -1.798 0.257 -4.173
H: -1.982 1.983 -4.411
H: -3.918 2.036 -2.884
H: -4.148 1.082 -4.343
H: -5.206 -0.039 -2.571
H: -3.827 -1.012 -3.034
H: -4.490 -0.362 -0.450
H: -3.365 0.935 -0.796
H: 2.090 -1.939 1.825
H: 0.642 -1.563 0.891
H: 1.858 -2.666 0.238
H: 3.707 -1.861 -0.971



# CHFNO3

A gas-phase ion, CHFNO3 (charge -1) (ωB97M-V with the def2-TZVPD basis set, OMol25).

The LUMO energy is 4.22 eV. Its net charge is -1. The energy relative to the best compared isomer or geometry (same formula, charge and spin) comes out at 193.8 kJ/mol. As for the spin multiplicity: 1. Its HOMO energy is -4.61 eV.

Geometry (Å):
O: -0.370 -1.218 1.670
C: -0.513 -0.993 0.467
O: -1.208 -1.636 -0.346
N: 0.296 0.136 0.113
O: -0.145 1.279 -1.083
F: 1.090 1.749 -1.679
H: 0.850 0.683 0.858



# C5H7NO

C5H7NO in the gas phase (ωB97M-V with the def2-TZVPD basis set, OMol25).

The LUMO energy is 1.04 eV. The energy relative to the best compared isomer or geometry (same formula, charge and spin) comes out at 276.6 kJ/mol. As for the spin multiplicity: 1. Its HOMO energy is -8.61 eV.

Geometry (Å):
C: 2.285 -0.102 0.001
C: 0.974 0.124 -0.125
O: 0.289 1.202 0.240
C: -1.143 1.162 -0.126
C: -1.336 -0.334 -0.356
N: -0.959 -1.177 0.664
C: -0.002 -1.050 -0.338
H: 3.022 0.581 0.238
H: 2.630 -1.129 -0.247
H: -1.730 1.632 0.727
H: -1.214 1.797 -1.027
H: -2.246 -0.517 -1.004
H: -0.855 -0.683 1.487
H: 0.136 -1.862 -1.088



| no. | E (eV) |
| --- | --- |
| 1 | -24758.15421 |
| 2 | -78285.06135 |
| 3 | -6816.72319 |
| 4 | -26020.17728 |
| 5 | -29289.57290 |
| 6 | -48047.95448 |
| 7 | -126078.31936 |
| 8 | -31961.28252 |
| 9 | -11399.26570 |
| 10 | -8833.33600 |